The following is a DFT calculation (the ωB97M-V functional and the def2-TZVPD basis) of the molecule C11H23O5PS2.

Values from the calculation:
**LUMO energy**: 0.024 Eh
**Frontier orbital gap**: 9.173 eV
**Highest occupied orbital energy**: -8.5 eV

```
! wB97M-V def2-TZVPD RIJCOSX def2/J DEFGRID3
* xyz 0 1
C 4.202 -1.082 -0.004
C 3.678 0.259 0.461
O 2.474 0.044 1.171
C 1.861 1.224 1.623
C 1.154 1.996 0.503
O 0.663 1.158 -0.517
C -0.648 0.637 -0.502
P -1.215 0.342 1.282
C -3.044 0.080 1.217
C -0.518 -1.297 1.767
C -1.142 -2.596 1.229
C -0.504 -0.634 -1.350
C -1.777 -1.355 -1.747
O -2.269 -1.020 -3.057
S -2.492 0.548 -3.418
O -1.237 1.037 -3.917
O -2.710 1.124 -1.892
C -1.670 1.673 -1.092
S -0.954 3.134 -1.946
H 4.206 -1.782 0.830
H 5.222 -0.982 -0.373
H 3.591 -1.481 -0.810
H 4.411 0.743 1.114
H 3.490 0.895 -0.410
H 2.583 1.897 2.098
H 1.147 0.928 2.391
H 0.401 2.657 0.939
H 1.879 2.646 0.008
H -3.501 0.816 1.873
H -3.291 -0.908 1.601
H -3.481 0.175 0.227
H -0.592 -1.279 2.854
H 0.544 -1.245 1.527
H -1.231 -3.335 2.023
H -0.496 -3.045 0.476
H -2.127 -2.456 0.795
H 0.072 -0.358 -2.235
H 0.127 -1.332 -0.804
H -1.589 -2.425 -1.795
H -2.582 -1.211 -1.035
H -2.202 2.113 -0.249
H -0.432 3.696 -0.855
*
```

The following is a DFT calculation (the ωB97M-V functional and the def2-TZVPD basis) of C11H24BClF8LiNO7 as an isolated structure at a distorted geometry.

Values from the calculation:
**LUMO energy**: 0.009 Eh
**Frontier orbital gap**: 10.180 eV
**Highest occupied orbital energy**: -9.9 eV

```
! wB97M-V def2-TZVPD RIJCOSX def2/J DEFGRID3
* xyz 0 1
Li 1.607 0.911 -2.232
C -1.771 -3.288 0.717
O -1.988 -2.078 0.050
C -1.717 -0.909 0.805
C -0.782 -0.117 -0.026
N -1.478 0.617 -1.131
H -2.042 1.306 -0.654
H -0.781 1.167 -1.613
C -2.012 -0.156 -2.295
C -2.664 0.721 -3.396
O -3.487 1.667 -2.761
C -4.327 2.388 -3.740
H -0.709 -3.496 0.850
H -2.182 -4.155 0.199
H -2.273 -3.265 1.684
H -1.240 -1.228 1.732
H -2.542 -0.235 1.032
H -0.064 -0.781 -0.508
H -0.194 0.710 0.373
H -2.852 -0.658 -1.817
H -1.264 -0.825 -2.722
H -3.232 0.146 -4.127
H -1.896 1.249 -3.962
H -3.763 3.198 -4.203
H -5.225 2.749 -3.239
H -4.696 1.856 -4.617
B 0.160 1.414 -2.420
H 0.356 1.582 -1.372
H 0.862 2.006 -2.987
H 0.209 0.354 -2.616
H -0.854 1.732 -2.602
Cl 1.879 -0.927 -0.572
O 3.190 -1.510 -0.373
O 1.367 -1.425 -1.836
O 1.011 -1.433 0.486
O 1.823 0.511 -0.517
C 2.087 0.750 3.683
C 1.638 1.749 2.563
C 2.816 2.291 1.728
F 2.393 3.279 0.903
F 3.795 2.802 2.447
F 0.717 1.149 1.804
F 0.980 2.719 3.171
O 2.759 -0.391 3.206
C 2.375 -1.734 3.382
C 3.110 -2.741 2.663
F 4.426 -2.761 3.098
F 2.575 -3.941 2.666
F 2.334 -2.008 4.741
F 1.117 -1.694 2.929
H 1.174 0.444 4.194
H 2.738 1.243 4.405
H 3.239 1.448 1.180
H 3.299 -2.401 1.645
*
```

Q: Which of these has the highest LUMO energy?
A: C11H23O5PS2

Q: Number 1 is which compound?
A: C11H23O5PS2

What did the second record say?
The following is a DFT calculation (the ωB97M-V functional and the def2-TZVPD basis) of C11H24BClF8LiNO7 as an isolated structure at a distorted geometry.

Values from the calculation:
**LUMO energy**: 0.009 Eh
**Frontier orbital gap**: 10.180 eV
**Highest occupied orbital energy**: -9.9 eV

```
! wB97M-V def2-TZVPD RIJCOSX def2/J DEFGRID3
* xyz 0 1
Li 1.607 0.911 -2.232
C -1.771 -3.288 0.717
O -1.988 -2.078 0.050
C -1.717 -0.909 0.805
C -0.782 -0.117 -0.026
N -1.478 0.617 -1.131
H -2.042 1.306 -0.654
H -0.781 1.167 -1.613
C -2.012 -0.156 -2.295
C -2.664 0.721 -3.396
O -3.487 1.667 -2.761
C -4.327 2.388 -3.740
H -0.709 -3.496 0.850
H -2.182 -4.155 0.199
H -2.273 -3.265 1.684
H -1.240 -1.228 1.732
H -2.542 -0.235 1.032
H -0.064 -0.781 -0.508
H -0.194 0.710 0.373
H -2.852 -0.658 -1.817
H -1.264 -0.825 -2.722
H -3.232 0.146 -4.127
H -1.896 1.249 -3.962
H -3.763 3.198 -4.203
H -5.225 2.749 -3.239
H -4.696 1.856 -4.617
B 0.160 1.414 -2.420
H 0.356 1.582 -1.372
H 0.862 2.006 -2.987
H 0.209 0.354 -2.616
H -0.854 1.732 -2.602
Cl 1.879 -0.927 -0.572
O 3.190 -1.510 -0.373
O 1.367 -1.425 -1.836
O 1.011 -1.433 0.486
O 1.823 0.511 -0.517
C 2.087 0.750 3.683
C 1.638 1.749 2.563
C 2.816 2.291 1.728
F 2.393 3.279 0.903
F 3.795 2.802 2.447
F 0.717 1.149 1.804
F 0.980 2.719 3.171
O 2.759 -0.391 3.206
C 2.375 -1.734 3.382
C 3.110 -2.741 2.663
F 4.426 -2.761 3.098
F 2.575 -3.941 2.666
F 2.334 -2.008 4.741
F 1.117 -1.694 2.929
H 1.174 0.444 4.194
H 2.738 1.243 4.405
H 3.239 1.448 1.180
H 3.299 -2.401 1.645
*
```

Q: Among the records above, which one has the highest LUMO energy?
A: C11H23O5PS2